C33H34N4O2PPt | ωB97M-V with the def2-TZVPD basis set

```
! wB97M-V def2-TZVPD RIJCOSX def2/J DEFGRID3
* xyz 3 1
Pt 0.21 -0.26 -0.62
C -2.33 -0.58 -2.43
N -1.55 -1.51 -1.61
C -2.36 -2.05 -0.51
C -1.57 -2.45 0.71
C -2.07 -3.42 1.57
C -1.41 -3.66 2.77
C -0.27 -2.93 3.06
C 0.18 -2.00 2.14
N -0.47 -1.76 1.00
C -0.96 -2.58 -2.44
C 0.55 -2.63 -2.50
C 1.20 -3.22 -3.58
C 2.57 -3.42 -3.52
C 3.25 -3.06 -2.36
C 2.54 -2.46 -1.34
N 1.23 -2.22 -1.44
C -1.46 0.39 -3.20
C -1.73 0.72 -4.52
C -1.02 1.76 -5.11
C -0.07 2.43 -4.36
C 0.16 2.02 -3.06
N -0.51 1.02 -2.49
H -2.95 0.04 -1.77
H -2.99 -1.11 -3.12
H -2.95 -2.91 -0.86
H -3.07 -1.29 -0.20
H -2.95 -3.98 1.31
H -1.79 -4.40 3.46
H 0.28 -3.09 3.97
H 1.07 -1.43 2.31
H -1.35 -2.53 -3.46
H -1.25 -3.56 -2.04
H 0.65 -3.52 -4.46
H 3.10 -3.87 -4.35
H 4.31 -3.24 -2.24
H 3.02 -2.16 -0.42
H -2.49 0.19 -5.07
H -1.23 2.06 -6.12
H 0.48 3.26 -4.76
H 0.89 2.51 -2.44
C 4.16 1.26 -2.29
O 2.74 0.96 -2.18
C 2.27 0.48 -1.08
O 2.87 0.20 -0.06
H 4.41 1.13 -3.34
H 4.73 0.58 -1.65
H 4.33 2.29 -1.98
C -0.16 3.20 0.33
P -0.08 1.60 1.22
C -1.64 1.48 2.12
C -1.69 0.75 3.32
C -2.85 0.71 4.06
C -4.00 1.36 3.59
C -3.96 2.08 2.40
C -2.80 2.12 1.65
C 1.12 1.84 2.58
C 0.92 2.93 3.44
C 1.80 3.13 4.50
C 2.86 2.27 4.71
C 3.06 1.20 3.85
C 2.20 0.99 2.79
H -0.49 3.99 1.00
H -0.85 3.12 -0.51
H 0.83 3.45 -0.05
H -0.80 0.26 3.68
H -2.88 0.17 4.99
H -4.92 1.30 4.15
H -4.84 2.59 2.05
H -2.78 2.68 0.73
H 0.09 3.61 3.30
H 1.63 3.96 5.17
H 3.54 2.43 5.53
H 3.89 0.52 4.01
H 2.41 0.22 2.07
*
```

- LUMO level (spin up / spin down) (eV) = -11.3 / -11.0
- molecular weight (g/mol) = 744.71
- HOMO-LUMO gap (spin up / spin down) (eV) = 5.34 / 5.68

Here are the Mulliken charges for atoms 1 to 5, given in e:
1. Pt 3.61
2. C -1.49
3. N -0.10
4. C -1.63
5. C 1.22

***

C9H18Cl2RuS4 | ωB97M-V with the def2-TZVPD basis set

```
! wB97M-V def2-TZVPD RIJCOSX def2/J DEFGRID3
* xyz 4 5
Ru -1.14 -1.14 0.00
C 2.07 -0.23 1.34
C 1.39 -0.45 2.68
S -0.43 -0.45 2.67
C -0.98 1.28 2.71
C -0.64 2.12 1.49
S -1.36 1.43 -0.05
C -0.23 2.07 -1.34
C -0.45 1.39 -2.68
S -0.45 -0.43 -2.67
C 1.28 -0.98 -2.71
C 2.12 -0.64 -1.49
S 1.43 -1.36 0.05
H 3.14 -0.45 1.45
H 1.99 0.80 0.99
H 1.73 0.32 3.39
H 1.65 -1.42 3.12
H -0.54 1.74 3.61
H -2.06 1.21 2.88
H 0.43 2.27 1.36
H -1.08 3.11 1.62
H 0.80 1.99 -0.99
H -0.45 3.14 -1.45
H 0.32 1.73 -3.39
H -1.42 1.65 -3.12
H 1.74 -0.54 -3.61
H 1.22 -2.06 -2.88
H 2.27 0.43 -1.36
H 3.11 -1.08 -1.62
Cl -3.43 -1.46 0.02
C -3.23 -3.23 0.00
Cl -1.46 -3.43 -0.02
H -3.68 -3.65 -0.90
H -3.65 -3.67 0.91
*
```

- LUMO level (spin up / spin down) (eV) = -16.6 / -18.2
- <S²> = 6.0392
- molecular weight (g/mol) = 426.49
- HOMO-LUMO gap (spin up / spin down) (eV) = 6.80 / 6.08

Here are the Mulliken charges for atoms 1 to 5, given in e:
1. Ru 0.54
2. C -0.49
3. C -0.76
4. S 0.24
5. C -0.77

***

C3H8NO | ωB97M-V with the def2-TZVPD basis set

```
! wB97M-V def2-TZVPD RIJCOSX def2/J DEFGRID3
* xyz 1 1
C -1.81 0.42 -1.05
N -1.60 0.54 0.21
H -1.42 -0.59 -1.49
H -2.42 1.10 -1.62
H -2.15 1.13 0.89
H -1.08 -0.23 0.77
C 1.07 -0.57 1.24
C 1.59 -0.54 -0.01
O 1.30 0.51 -0.88
H 0.93 -1.49 1.69
H 1.34 0.30 1.77
H 2.07 -1.35 -0.45
H 2.18 0.77 -1.07
*
```

- LUMO level (eV) = -5.4
- energy relative to the best compared isomer or geometry (same formula, charge and spin) (eV) = 2.784
- molecular weight (g/mol) = 74.10
- HOMO-LUMO gap (eV) = 8.06

Here are the Mulliken charges for atoms 1 to 5, given in e:
1. C -0.08
2. N -0.17
3. H 0.25
4. H 0.33
5. H 0.32

***

C27H23CrN2O3 | ωB97M-V with the def2-TZVPD basis set

```
! wB97M-V def2-TZVPD RIJCOSX def2/J DEFGRID3
* xyz 2 4
O 3.75 -7.12 1.92
C 2.94 -6.36 2.26
Cr 1.88 -4.93 2.95
C 3.29 -3.87 2.28
O 4.25 -3.33 1.90
C 3.01 -5.12 4.47
O 3.86 -5.27 5.26
C 0.00 -5.88 3.52
C 0.11 -5.86 2.13
C 0.40 -4.65 1.47
C 0.49 -3.42 2.17
C 0.89 -2.21 1.47
C 1.27 -1.30 0.73
C 1.66 -0.19 0.03
C 2.48 -0.33 -1.13
C 3.13 0.79 -1.72
C 3.90 0.64 -2.87
C 4.04 -0.61 -3.48
C 3.44 -1.74 -2.90
C 2.70 -1.61 -1.72
C 0.46 -3.50 3.59
C 0.17 -4.70 4.25
H -0.20 -6.83 4.04
H 0.01 -6.77 1.54
H 0.56 -4.64 0.39
H 1.47 0.81 0.41
H 3.01 1.76 -1.24
H 4.39 1.52 -3.30
H 4.62 -0.72 -4.40
H 3.55 -2.72 -3.36
H 2.26 -2.48 -1.23
H 0.67 -2.59 4.16
H 0.11 -4.71 5.34
C -4.51 6.49 -1.79
C -5.48 5.30 -1.82
C -4.63 4.03 -1.60
N -3.28 4.49 -1.36
C -2.23 3.63 -1.07
C -1.81 2.61 -1.95
C -0.71 1.82 -1.62
N -0.08 1.89 -0.44
C -0.49 2.84 0.43
C -1.51 3.75 0.15
C -3.12 5.93 -1.42
H -4.46 6.97 -2.78
H -4.82 7.24 -1.06
H -6.21 5.40 -1.01
H -6.01 5.24 -2.77
H -5.02 3.47 -0.73
H -4.68 3.36 -2.47
H -2.31 2.47 -2.91
H -0.32 1.09 -2.33
H 0.03 2.89 1.39
H -1.80 4.50 0.89
H -2.37 6.22 -2.18
H -2.77 6.34 -0.46
*
```

- LUMO level (spin up / spin down) (eV) = -5.0 / -8.7
- <S²> = 3.8367
- molecular weight (g/mol) = 475.49
- HOMO-LUMO gap (spin up / spin down) (eV) = 6.67 / 4.81

Here are the Mulliken charges for atoms 1 to 5, given in e:
1. O -0.25
2. C 0.40
3. Cr -0.09
4. C 0.44
5. O -0.28

***

C4H7NO2 | ωB97M-V with the def2-TZVPD basis set

```
! wB97M-V def2-TZVPD RIJCOSX def2/J DEFGRID3
* xyz 0 1
O 2.09 1.35 0.11
N 1.70 0.37 -0.86
C 0.65 -0.25 -0.31
C -0.17 -1.38 -0.68
C -1.42 -0.91 0.02
C -0.74 0.44 0.20
O -0.73 0.97 1.47
H 2.91 1.69 -0.27
H 0.86 -0.68 0.71
H -0.08 -2.06 -1.52
H -1.71 -1.43 0.94
H -2.29 -0.84 -0.64
H -1.02 1.16 -0.58
H -0.06 1.67 1.49
*
```

- LUMO level (spin up / spin down) (eV) = -0.2 / 0.6
- energy relative to the best compared isomer or geometry (same formula, charge and spin) (eV) = 6.613
- molecular weight (g/mol) = 101.10
- HOMO-LUMO gap (spin up / spin down) (eV) = 7.31 / 9.21

Here are the Mulliken charges for atoms 1 to 5, given in e:
1. O -0.35
2. N -0.59
3. C 0.29
4. C -0.63
5. C -0.50

***

C24H25F3N4O3 | ωB97M-V with the def2-TZVPD basis set

```
! wB97M-V def2-TZVPD RIJCOSX def2/J DEFGRID3
* xyz 0 1
O -0.23 0.36 -1.60
C -0.51 1.25 -0.65
O -1.72 2.08 -0.55
C -2.95 1.27 -0.54
C -4.20 2.36 -0.73
O -5.30 1.85 -1.56
C -6.14 0.86 -0.87
F -7.57 1.29 -1.10
F -5.99 -0.50 -1.51
F -5.85 0.67 0.57
H 0.33 1.44 0.18
H -2.99 0.74 0.52
H -2.90 0.48 -1.41
H -3.71 3.25 -1.35
H -4.54 2.85 0.29
N -1.89 1.75 2.99
C -2.89 1.02 3.53
C -2.83 0.45 4.79
C -1.68 0.62 5.54
C -0.63 1.37 5.01
C -0.78 1.91 3.75
H -3.77 0.91 2.91
H -3.67 -0.13 5.18
H -1.59 0.19 6.53
H 0.29 1.53 5.57
H 0.01 2.50 3.29
N -2.04 -2.63 -2.15
C -0.73 -2.66 -1.81
C 0.06 -3.79 -1.87
C -0.53 -4.98 -2.30
C -1.87 -4.99 -2.66
C -2.58 -3.80 -2.57
H -0.32 -1.71 -1.48
H 1.10 -3.75 -1.59
H 0.06 -5.89 -2.36
H -2.36 -5.90 -3.00
H -3.63 -3.75 -2.84
N 1.94 -0.77 0.97
C 2.78 -1.11 -0.03
C 3.98 -1.77 0.16
C 4.35 -2.10 1.46
C 3.51 -1.76 2.52
C 2.33 -1.10 2.22
H 2.45 -0.83 -1.02
H 4.62 -2.02 -0.68
H 5.29 -2.62 1.65
H 3.77 -2.00 3.54
H 1.64 -0.82 3.01
N 3.84 1.73 -1.36
C 4.86 2.58 -1.12
C 5.49 3.33 -2.10
C 5.04 3.20 -3.41
C 3.99 2.34 -3.69
C 3.43 1.63 -2.65
H 5.17 2.64 -0.08
H 6.30 4.00 -1.85
H 5.51 3.78 -4.21
H 3.63 2.22 -4.71
H 2.60 0.94 -2.82
*
```

- LUMO level (eV) = 0.7
- molecular weight (g/mol) = 474.48
- structure (SMILES) = O=COCCOC(F)(F)F.c1ccncc1.c1ccncc1.c1ccncc1.c1ccncc1
- HOMO-LUMO gap (eV) = 10.01

Here are the Mulliken charges for atoms 1 to 5, given in e:
1. O -0.59
2. C 0.37
3. O -0.32
4. C 0.03
5. C -0.54

***

Please write out number 1 again, unchanged.
C33H34N4O2PPt | ωB97M-V with the def2-TZVPD basis set

```
! wB97M-V def2-TZVPD RIJCOSX def2/J DEFGRID3
* xyz 3 1
Pt 0.21 -0.26 -0.62
C -2.33 -0.58 -2.43
N -1.55 -1.51 -1.61
C -2.36 -2.05 -0.51
C -1.57 -2.45 0.71
C -2.07 -3.42 1.57
C -1.41 -3.66 2.77
C -0.27 -2.93 3.06
C 0.18 -2.00 2.14
N -0.47 -1.76 1.00
C -0.96 -2.58 -2.44
C 0.55 -2.63 -2.50
C 1.20 -3.22 -3.58
C 2.57 -3.42 -3.52
C 3.25 -3.06 -2.36
C 2.54 -2.46 -1.34
N 1.23 -2.22 -1.44
C -1.46 0.39 -3.20
C -1.73 0.72 -4.52
C -1.02 1.76 -5.11
C -0.07 2.43 -4.36
C 0.16 2.02 -3.06
N -0.51 1.02 -2.49
H -2.95 0.04 -1.77
H -2.99 -1.11 -3.12
H -2.95 -2.91 -0.86
H -3.07 -1.29 -0.20
H -2.95 -3.98 1.31
H -1.79 -4.40 3.46
H 0.28 -3.09 3.97
H 1.07 -1.43 2.31
H -1.35 -2.53 -3.46
H -1.25 -3.56 -2.04
H 0.65 -3.52 -4.46
H 3.10 -3.87 -4.35
H 4.31 -3.24 -2.24
H 3.02 -2.16 -0.42
H -2.49 0.19 -5.07
H -1.23 2.06 -6.12
H 0.48 3.26 -4.76
H 0.89 2.51 -2.44
C 4.16 1.26 -2.29
O 2.74 0.96 -2.18
C 2.27 0.48 -1.08
O 2.87 0.20 -0.06
H 4.41 1.13 -3.34
H 4.73 0.58 -1.65
H 4.33 2.29 -1.98
C -0.16 3.20 0.33
P -0.08 1.60 1.22
C -1.64 1.48 2.12
C -1.69 0.75 3.32
C -2.85 0.71 4.06
C -4.00 1.36 3.59
C -3.96 2.08 2.40
C -2.80 2.12 1.65
C 1.12 1.84 2.58
C 0.92 2.93 3.44
C 1.80 3.13 4.50
C 2.86 2.27 4.71
C 3.06 1.20 3.85
C 2.20 0.99 2.79
H -0.49 3.99 1.00
H -0.85 3.12 -0.51
H 0.83 3.45 -0.05
H -0.80 0.26 3.68
H -2.88 0.17 4.99
H -4.92 1.30 4.15
H -4.84 2.59 2.05
H -2.78 2.68 0.73
H 0.09 3.61 3.30
H 1.63 3.96 5.17
H 3.54 2.43 5.53
H 3.89 0.52 4.01
H 2.41 0.22 2.07
*
```

- LUMO level (spin up / spin down) (eV) = -11.3 / -11.0
- molecular weight (g/mol) = 744.71
- HOMO-LUMO gap (spin up / spin down) (eV) = 5.34 / 5.68

Here are the Mulliken charges for atoms 1 to 5, given in e:
1. Pt 3.61
2. C -1.49
3. N -0.10
4. C -1.63
5. C 1.22

***

Q: The highest molecular weight belongs to which entry?
A: C33H34N4O2PPt

***

Q: Number 1 is which compound?
A: C33H34N4O2PPt